Record 1
{"formula": "C25H25BrF8N2O2P", "method": "ωB97M-V/def2-TZVPD", "mol_weight_g_mol": 648.35, "homo_ev": -12.13, "energy_ev": -134467.65253, "total_charge": 1, "smiles": "[H]/N=C/C[n+]1c(P(O)Br)cc2ccc(CCOCC(F)(F)C(F)(F)C(F)(F)C(F)F)c(CCCC#C)c2c1C=C", "elements": ["H", "N", "C", "C", "N", "C", "P", "O", "Br", "C", "C", "C", "C", "C", "C", "C", "O", "C", "C", "F", "F", "C", "F", "F", "C", "F", "F", "C", "F", "F", "C", "C", "C", "C", "C", "C", "C", "C", "C", "C", "H", "H", "H", "H", "H", "H", "H", "H", "H", "H", "H", "H", "H", "H", "H", "H", "H", "H", "H", "H", "H", "H", "H", "H"], "coordinates": [[-5.53807, 2.19356, -2.50534], [-5.20040, 1.58772, -1.75766], [-5.95010, 0.57614, -1.63210], [-5.63514, -0.46099, -0.56490], [-4.33786, -0.21725, 0.07860], [-4.29442, 0.39944, 1.32957], [-5.76243, 1.01274, 2.33286], [-6.74424, -0.30985, 2.52772], [-6.96030, 2.38521, 1.03334], [-3.12121, 0.61866, 1.96825], [-1.89037, 0.21064, 1.35910], [-0.70403, 0.42333, 2.08781], [0.47980, 0.03377, 1.51279], [0.52369, -0.53335, 0.20758], [1.91536, -0.90771, -0.28143], [3.04206, 0.02402, 0.27174], [4.03386, 0.14223, -0.74386], [5.35845, -0.05861, -0.28513], [5.93897, 1.10122, 0.54319], [5.55153, 0.95231, 1.84882], [7.29304, 0.94831, 0.53264], [5.62682, 2.51577, 0.00918], [4.29800, 2.78595, 0.02545], [6.06094, 2.55558, -1.27228], [6.32418, 3.69342, 0.76192], [7.66091, 3.66860, 0.63913], [5.89869, 4.82358, 0.12132], [5.86227, 3.85897, 2.24411], [5.81604, 5.15701, 2.60263], [6.68195, 3.18049, 3.08107], [-0.64485, -0.75672, -0.52494], [-0.48440, -1.37893, -1.89832], [-0.81214, -2.91629, -1.99703], [-1.38275, -3.58013, -0.72114], [-0.35168, -3.86642, 0.30391], [0.37203, -3.86093, 1.26233], [-1.91648, -0.38759, 0.06897], [-3.20144, -0.58553, -0.55183], [-3.42873, -1.22305, -1.89074], [-3.53827, -0.59223, -3.05953], [-6.81549, 0.46754, -2.29747], [-6.45365, -0.38670, 0.16503], [-5.71428, -1.48769, -0.94156], [-6.26924, -1.10385, 2.23840], [-3.09288, 1.07915, 2.95323], [-0.72974, 0.87044, 3.07897], [1.38018, 0.17655, 2.10659], [2.12792, -1.91052, 0.12215], [2.04909, -0.88040, -1.36155], [3.43781, -0.31433, 1.23539], [2.59250, 1.02517, 0.38187], [5.98690, -0.18779, -1.17336], [5.39546, -0.99457, 0.29083], [4.84786, 3.44372, 2.34466], [-1.08500, -0.79481, -2.60040], [0.52763, -1.28323, -2.29017], [-1.45601, -3.11042, -2.86402], [0.12655, -3.44211, -2.21430], [-2.24326, -3.06927, -0.28011], [-1.75830, -4.57037, -1.03203], [1.02348, -3.71261, 2.10014], [-3.51950, -2.31416, -1.89459], [-3.08538, 0.37122, -3.28777], [-4.11200, -1.08404, -3.84775]], "forces_ev_per_angstrom": [[0.0, 0.1, 0.1], [-0.1, -0.4, 0.0], [0.6, 0.7, -0.4], [-1.1, 0.2, -0.3], [1.1, -0.2, 0.2], [-1.4, 0.2, -0.1], [0.1, 0.3, 1.0], [0.8, 0.2, -0.8], [0.1, -0.4, 0.0], [0.5, -0.5, -0.7], [-0.7, 0.4, 0.7], [0.3, -0.4, -0.7], [-0.6, 0.1, 0.2], [0.1, 0.2, 0.2], [0.6, 0.1, 0.9], [-1.2, 0.5, -0.9], [0.4, -0.3, 0.6], [-0.3, -0.1, -0.6], [0.3, -1.2, 0.0], [-0.2, 0.6, -0.3], [-0.3, 0.2, 0.0], [0.6, 0.4, 0.0], [0.3, -0.3, 0.2], [-0.2, -0.1, 0.3], [-0.1, 1.3, 0.1], [-0.3, -0.4, 0.1], [0.0, -0.5, 0.0], [-0.6, -0.6, 0.1], [0.4, -0.2, -0.1], [0.0, 0.3, -0.3], [0.7, 0.0, 0.1], [-0.5, -0.3, -0.4], [0.2, 0.3, 0.2], [0.4, -1.5, -0.6], [-0.6, 1.1, 0.3], [0.2, 0.2, 0.0], [0.3, -0.1, -0.2], [0.6, 0.2, -0.2], [0.1, -0.1, 0.0], [0.0, -0.2, 0.1], [-0.1, -0.6, 0.5], [0.4, 0.1, 0.1], [0.3, 0.3, -0.1], [-0.4, -0.1, 0.2], [-0.2, 0.0, -0.2], [-0.1, -0.1, -0.2], [0.0, -0.1, -0.3], [-0.2, 0.0, -0.6], [-0.2, -0.2, 0.2], [0.1, 0.0, -0.2], [0.3, -0.2, 0.3], [-0.1, 0.2, 0.2], [0.3, 0.4, 0.2], [0.2, 0.2, 0.0], [0.0, -0.4, 0.1], [-0.1, 0.3, 0.4], [0.0, 0.1, 0.3], [-0.2, 0.1, 0.0], [0.3, 0.1, 0.1], [-0.1, 0.3, 0.0], [-0.1, -0.4, -0.2], [-0.8, 0.3, 0.3], [-0.8, 0.2, 0.4], [0.9, -0.1, -0.2]], "mulliken_charge": [0.249, -0.356, -0.359, -1.282, 0.546, 0.145, 0.213, -0.484, -0.153, -1.030, 1.056, -1.472, -0.698, 0.770, -0.503, -1.060, -0.374, -0.926, 0.879, -0.321, -0.304, 0.502, -0.273, -0.308, 0.720, -0.259, -0.300, 0.218, -0.265, -0.244, -0.043, -0.550, -1.134, -0.188, -0.579, -0.192, 1.161, 0.899, -1.014, -1.081, 0.462, 0.725, 0.375, 0.371, 0.490, 0.436, 0.396, 0.106, 0.423, 0.505, 0.447, 0.381, 0.461, 0.212, 0.133, 0.373, 0.388, 0.451, 0.142, 0.469, 0.436, 0.520, 0.356, 0.336]}

=====

Record 2
{"formula": "C16H15Cl3GeMoN4O6S3", "method": "ωB97M-V/def2-TZVPD", "mol_weight_g_mol": 730.43, "homo_ev": [-6.54, -6.53], "spin_multiplicity": 2, "energy_ev": -163533.92471, "total_charge": -1, "e_above_lowest_kj_mol": 56.6, "s_squared": 0.763, "elements": ["Mo", "S", "C", "S", "C", "C", "N", "C", "N", "N", "C", "C", "C", "O", "O", "H", "H", "H", "H", "H", "H", "C", "C", "C", "C", "C", "C", "C", "S", "O", "O", "N", "C", "C", "O", "O", "H", "H", "H", "H", "H", "H", "H", "H", "H", "Cl", "Ge", "Cl", "Cl"], "coordinates": [[-1.29762, -0.49810, 1.04051], [-2.87178, -1.77425, 2.39654], [-1.63869, -2.70022, 3.15765], [-0.19260, -2.09708, 2.43756], [-1.78807, -3.63530, 4.13251], [-3.08078, -3.94584, 4.64319], [-4.13238, -4.18862, 5.04188], [-0.66116, -4.30918, 4.68606], [0.24438, -4.85350, 5.14050], [-3.46388, 0.07191, 0.56607], [-3.69280, 1.47487, 0.16882], [-3.22429, 1.66803, -1.26072], [-1.73210, 1.48289, -1.41230], [-1.07491, 2.11986, -2.19972], [-1.18439, 0.56610, -0.63279], [-3.72326, -0.55865, -0.20278], [-4.09379, -0.15458, 1.33052], [-3.15260, 2.11845, 0.86482], [-4.75793, 1.70639, 0.24325], [-3.49285, 2.65185, -1.64181], [-3.70494, 0.92335, -1.90516], [4.23056, 2.53689, -4.04546], [3.68495, 1.66426, -2.95001], [2.32995, 1.34661, -2.90782], [1.81215, 0.56518, -1.89078], [2.65515, 0.10388, -0.89255], [4.00672, 0.40969, -0.90870], [4.51460, 1.18258, -1.94270], [2.00117, -0.91112, 0.41022], [1.46290, -2.11663, -0.16719], [3.05253, -1.01829, 1.38907], [0.75495, -0.08745, 1.01743], [1.09882, 1.16349, 1.66639], [-0.12543, 1.81506, 2.28589], [-0.09642, 2.87228, 2.85463], [-1.25633, 1.10414, 2.15866], [3.74962, 2.31896, -4.99902], [5.30492, 2.39698, -4.16395], [4.05481, 3.59175, -3.82387], [1.66166, 1.71922, -3.67423], [0.75975, 0.33171, -1.86524], [4.64264, 0.04386, -0.11450], [5.57216, 1.41933, -1.96203], [1.51069, 1.88538, 0.94932], [1.84242, 1.01946, 2.45714], [-0.50896, -2.11477, -2.80365], [-1.35782, -2.39650, -0.81762], [-1.08551, -4.49477, -0.36916], [-3.55620, -2.41958, -1.48486]], "forces_ev_per_angstrom": [[0.0, -0.1, 0.6], [-0.2, -0.2, 0.0], [-0.1, -0.1, 0.0], [0.2, -0.3, 0.1], [0.1, 0.3, -0.2], [-0.2, -0.1, 0.0], [0.0, 0.0, 0.0], [0.2, -0.1, 0.1], [0.0, 0.0, 0.0], [0.0, -0.1, 0.1], [0.0, 0.1, -0.1], [0.0, 0.0, -0.1], [0.1, -0.1, 0.0], [-0.1, 0.0, 0.0], [0.1, 0.1, -0.4], [0.0, 0.0, 0.1], [0.0, 0.1, 0.0], [0.0, 0.0, 0.0], [0.0, 0.0, 0.0], [0.0, 0.0, 0.0], [0.0, 0.0, 0.0], [0.0, 0.0, 0.0], [0.0, 0.0, 0.0], [0.0, 0.0, 0.0], [0.0, 0.0, 0.0], [0.0, 0.0, 0.1], [0.0, 0.0, 0.0], [0.0, 0.0, 0.0], [0.1, -0.1, -0.1], [0.0, 0.0, -0.1], [0.0, 0.0, 0.0], [-0.2, 0.1, 0.0], [0.1, 0.2, 0.1], [0.1, 0.1, 0.2], [0.1, 0.0, -0.1], [0.0, 0.2, -0.2], [0.0, 0.0, 0.0], [0.0, 0.0, 0.0], [0.0, 0.0, 0.0], [0.0, 0.0, 0.0], [0.0, 0.0, 0.0], [0.0, 0.0, 0.0], [0.0, 0.0, 0.0], [0.0, 0.0, 0.1], [0.0, 0.0, 0.0], [0.0, 0.0, 0.1], [-0.3, 0.0, -0.1], [0.0, -0.1, 0.0], [0.0, 0.0, 0.0]], "mulliken_spin": [1.094, 0.007, 0.015, -0.039, -0.011, 0.001, -0.005, 0.004, -0.003, -0.022, -0.002, 0.002, -0.002, 0.000, -0.017, -0.004, 0.002, 0.002, -0.001, 0.000, -0.001, 0.000, 0.000, 0.000, 0.003, 0.004, 0.000, 0.000, -0.010, 0.000, 0.002, -0.013, 0.000, 0.012, 0.000, 0.009, 0.000, 0.000, 0.000, 0.000, 0.001, 0.000, 0.000, -0.002, 0.001, -0.005, -0.024, -0.005, 0.002]}

=====

Record 3
{"formula": "C34H34GeN5O2SSn", "method": "ωB97M-V/def2-TZVPD", "mol_weight_g_mol": 768.07, "homo_ev": -15.35, "energy_ev": -120517.64803, "total_charge": 3, "e_above_lowest_kj_mol": 0.0, "elements": ["Sn", "C", "N", "C", "C", "N", "C", "S", "C", "C", "C", "C", "C", "N", "H", "H", "H", "H", "H", "H", "H", "H", "H", "C", "C", "N", "C", "C", "N", "H", "H", "H", "H", "H", "H", "O", "C", "O", "C", "C", "Ge", "C", "C", "C", "C", "C", "C", "C", "C", "C", "C", "C", "C", "C", "C", "C", "C", "C", "C", "H", "H", "H", "H", "H", "H", "H", "H", "H", "H", "H", "H", "H", "H", "H", "H", "H", "H", "H"], "coordinates": [[1.93027, -1.59618, -1.52027], [0.03972, -5.89975, -3.87237], [1.44474, -5.49200, -3.78584], [2.43349, -5.88544, -4.66702], [3.58125, -5.30910, -4.27017], [3.28645, -4.55309, -3.13743], [1.95950, -4.68005, -2.85748], [1.07051, -4.00281, -1.54699], [4.29194, -3.89872, -2.36371], [5.51171, -4.52653, -2.19793], [6.52486, -3.84068, -1.54467], [6.27864, -2.55853, -1.07832], [5.01947, -2.02514, -1.26152], [4.03081, -2.67645, -1.89522], [-0.01064, -6.81680, -4.45146], [-0.54244, -5.12078, -4.36017], [-0.34694, -6.08148, -2.87430], [2.22868, -6.53877, -5.49708], [4.56837, -5.34106, -4.69519], [5.66275, -5.53241, -2.56278], [7.49009, -4.30723, -1.40124], [7.03975, -1.98577, -0.56913], [4.77993, -1.03577, -0.89039], [0.65032, 1.08822, -3.44259], [1.48890, 0.10990, -4.18697], [2.05236, -1.00013, -3.71238], [2.71952, -1.60440, -4.76979], [2.56108, -0.84687, -5.87710], [1.78837, 0.22350, -5.48762], [0.59199, 0.83974, -2.38341], [-0.36386, 1.10176, -3.84291], [1.06385, 2.09286, -3.53080], [3.26279, -2.52427, -4.65868], [2.92470, -0.95997, -6.88283], [1.49023, 0.97963, -6.08582], [-1.46254, 1.10237, 1.28062], [-1.30322, -0.12419, 0.76827], [-0.39363, -0.38425, 0.01535], [-2.40033, -1.09991, 1.16090], [-2.92423, -0.80653, 2.57403], [-2.70333, 1.13325, 2.63067], [-4.04061, 2.43254, 2.27592], [-5.15645, 2.57874, 3.10221], [-6.16264, 3.45437, 2.73094], [-6.05678, 4.17237, 1.54538], [-4.94757, 4.02179, 0.72467], [-3.92902, 3.15115, 1.08419], [-1.33986, 2.71151, 4.10038], [-1.23747, 1.31084, 4.35262], [-1.98263, 0.72258, 5.40862], [-2.86355, 1.47831, 6.13659], [-3.00902, 2.84705, 5.85031], [-2.26945, 3.44812, 4.85963], [-0.44495, 3.39252, 3.14345], [0.88727, 2.99644, 3.02477], [1.73908, 3.67590, 2.17023], [1.26444, 4.73948, 1.41477], [-0.06377, 5.13077, 1.51913], [-0.91456, 4.46613, 2.38566], [-2.06680, -2.12582, 1.02402], [-3.20466, -0.92159, 0.43923], [-2.33185, -1.28585, 3.34917], [-3.96403, -1.10139, 2.69928], [-5.25065, 2.01603, 4.02320], [-7.03268, 3.57362, 3.36196], [-6.84796, 4.85226, 1.25931], [-4.87381, 4.58399, -0.19633], [-3.05734, 3.04391, 0.45069], [-0.45314, 0.74216, 3.86334], [-1.83656, -0.32435, 5.64059], [-3.42478, 1.03143, 6.94578], [-3.69442, 3.44352, 6.43842], [-2.36079, 4.51079, 4.68448], [1.27443, 2.19513, 3.64107], [2.78179, 3.39401, 2.11418], [1.93501, 5.27997, 0.76035], [-0.43170, 5.96527, 0.93788], [-1.94843, 4.78015, 2.46569]], "forces_ev_per_angstrom": [[0.3, 0.1, 0.1], [0.0, 0.0, 0.0], [0.0, 0.0, 0.0], [0.0, 0.0, 0.0], [0.0, 0.0, 0.0], [-0.1, -0.1, 0.1], [0.1, 0.1, 0.0], [0.0, 0.1, -0.2], [-0.1, 0.0, -0.1], [0.0, 0.0, 0.0], [0.0, 0.0, 0.0], [0.0, 0.0, 0.0], [0.0, 0.0, 0.0], [-0.1, 0.1, 0.0], [0.0, 0.0, 0.0], [0.0, 0.0, 0.0], [0.0, 0.0, 0.0], [0.0, 0.0, 0.0], [0.0, 0.0, 0.0], [0.0, 0.0, 0.0], [0.0, 0.0, 0.0], [0.0, 0.0, 0.0], [0.0, 0.0, 0.0], [0.0, 0.0, 0.0], [0.0, 0.0, 0.0], [-0.2, -0.2, 0.1], [0.0, 0.0, 0.0], [0.0, 0.0, 0.0], [0.0, 0.0, 0.0], [0.0, 0.0, 0.0], [0.0, 0.0, 0.0], [0.0, 0.0, 0.0], [0.0, 0.0, 0.0], [0.0, 0.0, 0.0], [0.0, 0.0, 0.0], [0.0, 0.0, 0.1], [-0.1, -0.1, -0.1], [-0.1, 0.0, -0.1], [-0.1, 0.0, 0.0], [-0.1, 0.1, -0.1], [0.2, -0.5, 0.0], [0.0, 0.0, 0.0], [0.0, 0.0, 0.0], [0.0, 0.0, 0.0], [0.0, 0.0, 0.0], [0.0, 0.0, 0.0], [-0.1, 0.1, 0.1], [0.3, 0.2, 0.3], [-0.4, 0.4, -0.4], [-0.1, 0.0, 0.1], [0.0, 0.0, 0.0], [0.0, 0.0, 0.0], [0.1, 0.0, -0.1], [-0.1, 0.0, 0.0], [0.0, 0.0, 0.0], [0.0, 0.0, 0.0], [0.0, 0.0, 0.0], [0.0, 0.0, 0.0], [0.0, 0.0, 0.0], [0.1, 0.0, 0.0], [0.0, -0.1, 0.0], [0.0, 0.0, 0.0], [0.0, 0.0, 0.0], [0.0, 0.0, 0.0], [0.0, 0.0, 0.0], [0.0, 0.0, 0.0], [0.0, 0.0, 0.0], [0.0, 0.0, 0.0], [0.1, 0.0, 0.0], [0.0, 0.0, 0.0], [0.0, 0.0, 0.0], [0.0, 0.0, 0.0], [0.0, 0.0, 0.0], [0.0, 0.0, 0.0], [0.0, 0.0, 0.0], [0.0, 0.0, 0.0], [0.0, 0.0, 0.0], [0.0, 0.0, 0.0]], "mulliken_charge": [0.766, -0.864, 0.145, -0.598, -0.412, 0.407, 0.217, -0.336, 0.354, -0.785, -0.500, -0.847, -0.065, 0.030, 0.337, 0.328, 0.373, 0.492, 0.543, 0.569, 0.467, 0.431, 0.401, -0.986, 0.567, 0.130, -0.284, -0.754, -0.034, 0.032, 0.343, 0.355, 0.389, 0.415, 0.221, -0.408, 0.672, -0.442, -0.603, -0.756, 0.406, 0.415, -0.047, -0.805, -0.535, -0.731, -0.139, 0.194, -0.435, -0.661, -0.511, -0.765, 0.003, 0.279, -0.212, -0.898, -0.492, -1.051, -0.092, 0.351, 0.389, 0.372, 0.444, 0.488, 0.448, 0.433, 0.436, 0.473, 0.582, 0.508, 0.470, 0.482, 0.563, 0.523, 0.458, 0.466, 0.455, 0.429]}

=====

Record 4
{"formula": "C2H7N4S", "method": "ωB97M-V/def2-TZVPD", "mol_weight_g_mol": 119.17, "homo_ev": -13.35, "energy_ev": -18971.56620, "total_charge": 1, "e_above_lowest_kj_mol": 403.8, "elements": ["C", "C", "N", "N", "N", "N", "S", "H", "H", "H", "H", "H", "H", "H"], "coordinates": [[-0.36204, 0.31098, 1.46043], [0.77011, 0.14139, -0.72394], [-1.08411, 1.47443, -0.10966], [0.36533, -0.37477, 0.59413], [0.85562, -1.67356, 0.66081], [-0.41985, 0.83891, -1.30873], [-1.13256, 0.44967, 2.76893], [1.47157, 0.98834, -0.49195], [1.05815, -0.80392, -1.36093], [-1.99054, 1.03926, -0.05328], [1.52085, -1.86760, 1.43242], [0.10400, -2.38773, 0.75553], [-0.04469, 1.55819, -1.80705], [-1.11185, 0.30639, -1.81670]], "forces_ev_per_angstrom": [[-0.8, 0.4, -3.6], [-0.1, -0.7, 0.3], [1.6, -0.3, 0.7], [0.8, -0.4, -1.1], [0.0, -2.4, 1.9], [-1.6, -1.5, 3.9], [0.0, 0.0, 1.2], [-0.1, -1.1, -1.0], [0.0, 2.4, 1.3], [-0.6, -0.2, -0.2], [-0.5, 0.7, -0.6], [0.4, 0.9, -0.1], [0.7, 2.7, -2.3], [0.2, -0.5, -0.5]], "mulliken_charge": [0.497, -0.428, -0.686, 0.311, -0.714, 0.059, -0.179, 0.335, 0.360, 0.278, 0.268, 0.261, 0.293, 0.345]}